Computed, not measured: a molecular structure, C26H78AlF4O13Pb at a distorted geometry, with the ωB97M-V functional and the def2-TZVPD basis.

The calculation puts the LUMO energy at -8.730 eV. As for the calculated total energy: -77544.0067 eV.

The geometry in ORCA input format:
```
! wB97M-V def2-TZVPD RIJCOSX def2/J DEFGRID3
* xyz 1 1
Al 0.675 -0.496 -0.297
Pb 1.571 -3.569 -3.096
F 0.306 -1.435 -3.212
F 2.875 -1.873 -1.741
F -0.118 2.024 1.106
F 0.349 -3.520 -0.870
C -4.180 3.802 0.401
C -3.569 3.437 1.772
O -2.831 2.208 1.725
H -4.934 4.562 0.605
H -4.682 3.064 -0.225
H -3.435 4.126 -0.325
H -4.364 3.225 2.488
H -2.936 4.258 2.107
H -1.902 2.449 1.753
C -3.163 1.945 -2.980
C -2.148 2.032 -1.837
O -0.810 1.513 -2.049
H -4.110 2.309 -2.583
H -3.318 0.933 -3.354
H -2.939 2.520 -3.879
H -2.552 1.667 -0.893
H -1.856 3.059 -1.615
H -0.671 1.551 -2.998
C -4.238 -2.159 0.387
C -3.389 -0.973 0.083
O -2.150 -1.527 -0.149
H -5.240 -1.838 0.672
H -3.920 -2.649 1.307
H -4.215 -2.818 -0.481
H -3.310 -0.233 0.879
H -3.635 -0.456 -0.845
H -2.442 -2.268 -0.684
C -0.984 -2.385 3.928
C -1.120 -0.933 3.806
O -0.739 -0.453 2.510
H 0.088 -2.578 3.891
H -1.343 -2.880 3.025
H -1.261 -2.771 4.909
H -0.499 -0.423 4.543
H -2.153 -0.605 3.925
H -0.860 0.499 2.487
C 7.105 -1.188 -0.376
C 5.802 -0.980 0.436
O 4.995 -2.138 0.400
H 7.171 -0.816 -1.399
H 7.367 -2.243 -0.458
H 7.955 -0.678 0.079
H 5.423 -0.083 -0.054
H 6.022 -0.821 1.492
H 4.323 -2.057 -0.281
C -0.346 5.082 4.736
C -0.071 4.376 3.419
O -0.440 3.058 3.618
H 0.283 4.852 5.596
H -1.303 4.845 5.200
H -0.330 6.169 4.663
H 0.985 4.428 3.153
H -0.524 4.940 2.604
H -0.470 2.769 2.704
C -3.939 -3.664 -3.519
C -2.536 -3.041 -3.650
O -2.581 -1.703 -3.137
H -4.798 -3.036 -3.757
H -4.107 -3.956 -2.483
H -4.121 -4.652 -3.941
H -2.237 -2.936 -4.693
H -1.793 -3.714 -3.222
H -1.651 -1.467 -3.153
C 1.385 -5.587 2.785
C 2.371 -4.736 1.978
O 1.629 -3.637 1.536
H 1.903 -6.405 3.285
H 0.694 -5.946 2.022
H 0.833 -4.924 3.451
H 2.677 -5.275 1.082
H 3.300 -4.428 2.457
H 1.309 -3.723 0.635
C -3.542 -6.065 1.249
C -2.165 -5.447 0.842
O -2.163 -4.952 -0.515
H -4.127 -6.564 0.476
H -4.172 -5.254 1.614
H -3.424 -6.818 2.028
H -1.274 -6.070 0.922
H -2.013 -4.566 1.466
H -1.324 -4.532 -0.717
C 3.913 1.364 3.438
C 2.603 0.956 2.781
O 2.656 -0.274 2.140
H 4.364 0.518 3.956
H 4.008 2.221 4.105
H 4.588 1.678 2.642
H 2.374 1.882 2.254
H 1.889 0.835 3.596
H 3.288 -0.813 2.621
C 2.614 1.926 -2.862
C 3.661 1.599 -1.821
O 2.991 1.563 -0.537
H 3.200 2.041 -3.774
H 2.110 2.875 -2.680
H 1.901 1.143 -3.124
H 4.448 2.353 -1.792
H 4.017 0.569 -1.825
H 3.118 2.383 -0.053
C 2.439 6.099 -0.089
C 1.305 5.028 -0.107
O 1.823 3.966 0.665
H 3.328 5.525 -0.350
H 2.554 6.520 0.910
H 2.241 6.845 -0.858
H 1.007 4.700 -1.103
H 0.383 5.425 0.317
H 1.086 3.406 0.920
C -0.450 1.699 -6.669
C -0.009 0.462 -5.898
O 0.027 0.877 -4.532
H -1.365 2.128 -6.260
H -0.451 1.504 -7.742
H 0.319 2.463 -6.560
H 0.899 0.018 -6.306
H -0.797 -0.271 -6.074
H -0.009 0.021 -4.100
*
```